{
  "formula": "C24H35N8OS2V",
  "method": "ωB97M-V with the def2-TZVPD basis set",
  "total_energy_ev": -86757.388,
  "spin_multiplicity": 2,
  "s_squared": 0.89,
  "orbital_gap_ev": [5.3, 6.5],
  "total_charge": 3,
  "e_above_lowest_kj_mol": 36.3,
  "homo_ev": [-16.57, -16.63],
  "species": ["V", "N", "C", "S", "N", "N", "C", "C", "C", "C", "C", "C", "C", "C", "C", "C", "C", "C", "N", "H", "H", "H", "H", "H", "H", "H", "H", "H", "H", "H", "C", "C", "C", "S", "O", "C", "C", "C", "H", "H", "H", "H", "H", "H", "H", "H", "H", "H", "H", "H", "H", "H", "C", "C", "C", "C", "N", "C", "N", "N", "N", "H", "H", "H", "H", "H", "H", "H", "H", "H", "H"],
  "positions_angstrom": [[0.59, 1.08, 0.35], [2.17, -2.79, -0.83], [1.54, -1.75, -0.31], [1.59, -0.22, -1.21], [0.88, -1.84, 0.80], [0.29, -0.70, 1.20], [-0.46, -0.73, 2.29], [-0.61, -1.89, 3.15], [0.52, -2.62, 3.57], [0.36, -3.69, 4.42], [-0.91, -4.09, 4.82], [-2.04, -3.39, 4.38], [-1.89, -2.29, 3.57], [-1.11, 0.56, 2.62], [-1.84, 0.79, 3.77], [-2.40, 2.05, 3.96], [-2.21, 3.04, 3.01], [-1.42, 2.75, 1.91], [-0.88, 1.55, 1.72], [2.58, -2.75, -1.75], [2.07, -3.69, -0.40], [1.50, -2.32, 3.25], [1.23, -4.23, 4.77], [-1.03, -4.94, 5.47], [-3.03, -3.72, 4.67], [-2.77, -1.76, 3.21], [-1.96, 0.02, 4.51], [-2.98, 2.25, 4.85], [-2.63, 4.03, 3.13], [-1.22, 3.50, 1.16], [4.47, -0.82, 1.67], [5.35, 0.38, 1.35], [4.58, 1.50, 0.66], [3.37, 2.18, 1.84], [1.94, 1.81, 1.27], [3.43, 3.97, 1.64], [2.74, 4.56, 0.42], [3.29, 4.15, -0.94], [5.05, -1.60, 2.17], [4.05, -1.25, 0.76], [3.65, -0.56, 2.34], [6.16, 0.09, 0.67], [5.84, 0.76, 2.25], [4.01, 1.15, -0.20], [5.21, 2.33, 0.35], [4.50, 4.19, 1.68], [3.00, 4.35, 2.57], [2.83, 5.65, 0.55], [1.67, 4.35, 0.49], [4.36, 4.34, -1.01], [2.81, 4.74, -1.72], [3.10, 3.10, -1.16], [-3.06, 4.79, -3.38], [-3.61, 3.41, -3.71], [-4.57, 2.91, -2.63], [-2.50, 2.40, -4.00], [-1.66, 2.15, -2.80], [-0.64, 2.86, -2.31], [-0.27, 2.29, -1.18], [-1.07, 1.22, -1.04], [-1.91, 1.12, -1.99], [-3.87, 5.52, -3.33], [-2.35, 5.14, -4.14], [-2.57, 4.81, -2.40], [-4.16, 3.48, -4.66], [-4.08, 2.85, -1.66], [-4.98, 1.93, -2.88], [-5.41, 3.60, -2.53], [-1.82, 2.75, -4.78], [-2.90, 1.43, -4.28], [-0.22, 3.74, -2.77]]
}

{
  "formula": "C24H36As3F19MnO18Pt",
  "method": "ωB97M-V with the def2-TZVPD basis set",
  "total_energy_ev": -331050.261,
  "spin_multiplicity": 8,
  "s_squared": 15.76,
  "orbital_gap_ev": [9.6, 7.4],
  "total_charge": 0,
  "e_above_lowest_kj_mol": 0.0,
  "homo_ev": [-10.36, -10.36],
  "species": ["Pt", "Mn", "As", "F", "F", "F", "F", "F", "F", "As", "F", "F", "F", "F", "F", "F", "As", "F", "F", "F", "F", "F", "F", "F", "C", "C", "C", "O", "C", "O", "O", "H", "H", "H", "H", "H", "H", "C", "C", "C", "O", "C", "O", "O", "H", "H", "H", "H", "H", "H", "C", "C", "C", "O", "C", "O", "O", "H", "H", "H", "H", "H", "H", "C", "C", "C", "O", "C", "O", "O", "H", "H", "H", "H", "H", "H", "C", "C", "C", "O", "C", "O", "O", "H", "H", "H", "H", "H", "H", "C", "C", "C", "O", "C", "O", "O", "H", "H", "H", "H", "H", "H"],
  "positions_angstrom": [[1.54, 2.58, -0.26], [-3.24, 0.93, -3.20], [-1.39, 4.29, -2.34], [-2.49, 2.86, -2.49], [-0.74, 3.91, -3.85], [-0.37, 5.65, -2.13], [-2.05, 4.46, -0.75], [-0.16, 3.24, -1.64], [-2.62, 5.29, -2.99], [3.33, 3.06, -3.54], [2.23, 2.56, -4.75], [4.13, 1.54, -3.74], [4.35, 3.45, -2.19], [2.55, 4.59, -3.47], [2.18, 2.46, -2.28], [4.45, 3.78, -4.65], [-0.45, -0.47, -0.90], [-0.86, -1.98, -1.62], [0.39, -0.02, -2.31], [-0.06, 1.13, -0.20], [-1.47, -0.94, 0.40], [0.94, -1.03, -0.08], [-1.87, 0.24, -1.71], [-1.79, 1.03, -4.41], [2.31, 6.12, 4.28], [1.49, 4.85, 4.27], [-0.02, 5.04, 4.38], [-0.43, 4.65, 3.04], [0.53, 4.03, 2.42], [0.41, 3.57, 1.31], [1.65, 3.96, 3.14], [3.40, 6.06, 4.26], [2.07, 6.52, 5.27], [1.92, 6.93, 3.66], [1.91, 4.33, 5.13], [-0.35, 6.06, 4.53], [-0.51, 4.33, 5.04], [1.63, -3.34, -2.85], [1.05, -3.01, -4.21], [1.95, -2.19, -5.13], [1.80, -2.83, -6.39], [1.30, -4.06, -6.23], [1.17, -4.89, -7.06], [0.92, -4.24, -4.93], [2.70, -3.56, -2.92], [1.15, -4.20, -2.40], [1.61, -2.50, -2.16], [0.10, -2.48, -4.10], [2.99, -2.27, -4.81], [1.77, -1.12, -5.14], [6.55, -1.40, 0.99], [6.27, 0.09, 0.90], [6.61, 0.62, -0.50], [5.35, 1.11, -1.01], [4.40, 0.88, -0.14], [3.21, 0.95, -0.34], [4.87, 0.33, 0.99], [7.62, -1.59, 0.86], [6.12, -2.00, 0.18], [6.26, -1.85, 1.94], [6.87, 0.55, 1.68], [7.07, -0.08, -1.19], [7.22, 1.53, -0.44], [-7.50, -3.11, -1.83], [-7.30, -1.84, -1.01], [-6.42, -2.05, 0.22], [-5.10, -1.72, -0.24], [-5.21, -0.99, -1.34], [-4.28, -0.44, -1.86], [-6.45, -0.94, -1.77], [-8.55, -3.42, -1.77], [-6.90, -3.96, -1.52], [-7.35, -2.97, -2.90], [-8.26, -1.41, -0.73], [-6.40, -3.04, 0.67], [-6.65, -1.29, 0.98], [1.71, -4.93, 1.75], [0.64, -4.16, 2.53], [-0.61, -3.79, 1.68], [-1.66, -4.48, 2.34], [-1.20, -5.22, 3.36], [-1.87, -5.95, 4.01], [0.11, -4.99, 3.57], [1.59, -4.80, 0.68], [1.41, -5.98, 1.88], [2.72, -4.78, 2.11], [1.06, -3.25, 2.95], [-0.44, -4.09, 0.65], [-0.71, -2.71, 1.68], [-3.65, 1.00, 2.01], [-3.42, 0.65, 3.46], [-2.28, -0.40, 3.57], [-1.27, 0.29, 4.30], [-1.62, 1.55, 4.56], [-1.02, 2.31, 5.26], [-2.88, 1.79, 4.10], [-4.26, 1.90, 1.88], [-4.10, 0.23, 1.39], [-2.67, 1.29, 1.61], [-4.26, 0.16, 3.97], [-1.85, -0.59, 2.58], [-2.60, -1.35, 4.00]]
}

{
  "formula": "C24H36AsCaF6NO21",
  "method": "ωB97M-V with the def2-TZVPD basis set",
  "total_energy_ev": -165532.778,
  "spin_multiplicity": 1,
  "orbital_gap_ev": 3.3,
  "total_charge": 0,
  "homo_ev": -9.11,
  "species": ["Ca", "As", "F", "F", "F", "F", "F", "F", "N", "O", "O", "O", "C", "C", "C", "O", "C", "O", "O", "H", "H", "H", "H", "H", "H", "C", "C", "C", "O", "C", "O", "O", "H", "H", "H", "H", "H", "H", "C", "C", "C", "O", "C", "O", "O", "H", "H", "H", "H", "H", "H", "C", "C", "C", "O", "C", "O", "O", "H", "H", "H", "H", "H", "H", "C", "C", "C", "O", "C", "O", "O", "H", "H", "H", "H", "H", "H", "C", "C", "C", "O", "C", "O", "O", "H", "H", "H", "H", "H", "H"],
  "positions_angstrom": [[5.26, -1.50, -3.49], [0.11, -0.72, -1.19], [0.37, -1.90, 0.14], [-0.37, -2.12, -2.19], [-0.05, 0.35, -2.65], [0.43, 0.69, -0.24], [1.80, -1.02, -1.56], [-1.66, -0.55, -0.83], [7.54, -4.58, -0.60], [6.69, -3.68, -0.59], [7.49, -5.53, 0.18], [8.56, -4.34, -1.31], [-3.83, 5.70, 0.95], [-4.38, 4.39, 1.52], [-4.54, 4.16, 2.98], [-5.82, 3.80, 3.20], [-6.51, 4.00, 2.18], [-7.72, 4.02, 2.09], [-5.66, 4.22, 1.12], [-4.49, 6.29, 0.31], [-3.15, 5.44, 0.15], [-3.27, 6.25, 1.71], [-3.77, 3.60, 1.07], [-4.27, 5.07, 3.52], [-3.88, 3.35, 3.32], [1.05, -7.66, -1.58], [-0.27, -7.41, -1.05], [-1.42, -7.19, -1.97], [-2.37, -8.15, -1.64], [-1.92, -9.13, -0.91], [-2.45, -10.13, -0.51], [-0.71, -8.62, -0.46], [1.38, -6.83, -2.21], [1.02, -8.53, -2.23], [1.83, -7.82, -0.83], [-0.29, -6.51, -0.45], [-1.17, -7.22, -3.03], [-1.78, -6.16, -1.95], [3.08, -3.38, 4.71], [1.82, -2.76, 5.11], [0.58, -3.71, 5.23], [0.07, -3.47, 6.47], [0.77, -2.57, 7.12], [0.43, -2.28, 8.18], [1.81, -2.05, 6.34], [3.51, -4.12, 5.39], [3.76, -2.54, 4.55], [2.98, -3.96, 3.79], [1.72, -1.94, 4.40], [1.01, -4.71, 5.10], [-0.16, -3.70, 4.43], [1.18, 3.05, 4.95], [2.45, 4.03, 5.00], [3.67, 3.24, 4.68], [4.19, 3.82, 3.58], [3.53, 4.94, 3.30], [3.73, 5.88, 2.51], [2.35, 4.97, 4.06], [0.26, 3.62, 5.05], [1.17, 2.42, 5.84], [1.19, 2.53, 3.99], [2.60, 4.55, 5.95], [3.48, 2.24, 4.27], [4.41, 3.24, 5.47], [-5.80, 0.35, -4.36], [-5.09, -0.99, -4.57], [-5.69, -2.28, -3.80], [-6.01, -3.17, -4.88], [-5.83, -2.59, -6.05], [-6.09, -3.04, -7.16], [-5.27, -1.35, -5.88], [-6.84, 0.09, -4.17], [-5.63, 1.18, -5.05], [-5.62, 0.56, -3.31], [-4.00, -1.02, -4.59], [-6.51, -2.13, -3.10], [-4.86, -2.66, -3.22], [3.46, 7.05, -5.49], [4.35, 6.12, -4.79], [3.79, 5.84, -3.44], [3.36, 4.47, -3.69], [3.89, 3.92, -4.75], [3.96, 2.73, -5.03], [4.46, 4.88, -5.52], [4.11, 7.68, -6.10], [2.97, 7.77, -4.84], [2.60, 6.59, -5.98], [5.39, 6.45, -4.82], [2.95, 6.48, -3.15], [4.57, 5.70, -2.69]]
}

{
  "formula": "C24H36BFO3P",
  "method": "ωB97M-V with the def2-TZVPD basis set",
  "total_energy_ev": -44297.749,
  "spin_multiplicity": 1,
  "orbital_gap_ev": 5.7,
  "total_charge": -1,
  "homo_ev": -3.17,
  "species": ["C", "C", "P", "C", "B", "C", "O", "C", "C", "C", "C", "C", "C", "O", "C", "C", "C", "C", "C", "C", "C", "C", "O", "H", "H", "H", "H", "H", "H", "H", "H", "H", "H", "H", "H", "H", "H", "H", "H", "H", "H", "H", "H", "H", "H", "H", "H", "H", "H", "H", "H", "H", "H", "H", "F", "C", "C", "C", "C", "C", "C", "H", "H", "H", "H", "H"],
  "positions_angstrom": [[0.87, 2.39, 0.55], [1.47, 2.61, -0.89], [0.33, 1.99, -2.29], [-1.38, 2.70, -1.92], [0.36, 0.03, -2.21], [0.83, -0.57, -3.67], [1.40, -0.27, -1.20], [0.91, -1.31, -0.35], [-0.71, -1.48, -0.55], [-0.91, -3.04, -0.78], [-0.97, -3.90, 0.55], [0.23, -4.91, 0.76], [1.63, -4.25, 0.94], [2.52, -5.20, 1.62], [-1.62, -0.78, 0.53], [-3.14, -0.89, 0.16], [-4.10, -1.62, 1.01], [-5.52, -1.75, 0.64], [-6.01, -1.15, -0.61], [-5.10, -0.40, -1.46], [-5.50, 0.28, -2.82], [-3.71, -0.29, -1.05], [-0.83, -0.71, -1.76], [1.64, 2.72, 1.31], [0.68, 1.30, 0.76], [-0.08, 2.95, 0.72], [2.50, 2.20, -1.03], [1.56, 3.73, -1.03], [-2.10, 2.22, -2.63], [-1.65, 2.51, -0.84], [-1.42, 3.81, -2.15], [0.33, -0.06, -4.55], [0.64, -1.67, -3.78], [1.94, -0.40, -3.78], [1.43, -2.20, -0.80], [1.10, -1.20, 0.75], [-0.17, -3.45, -1.50], [-1.92, -3.14, -1.28], [-1.90, -4.53, 0.48], [-1.08, -3.31, 1.50], [0.31, -5.70, -0.03], [0.01, -5.46, 1.73], [1.59, -3.31, 1.55], [2.11, -4.09, -0.07], [3.41, -4.82, 1.60], [-1.48, -1.24, 1.56], [-1.33, 0.30, 0.65], [-3.79, -2.12, 1.96], [-6.27, -2.28, 1.25], [-7.07, -1.24, -0.96], [-5.38, 1.40, -2.77], [-6.53, -0.06, -3.07], [-4.77, -0.08, -3.60], [-3.00, 0.29, -1.69], [3.54, 4.02, 0.60], [4.25, 4.07, 1.73], [5.56, 3.62, 1.73], [6.30, 3.68, 2.91], [5.71, 4.18, 4.07], [4.40, 4.62, 4.06], [3.66, 4.57, 2.88], [5.99, 3.23, 0.82], [7.33, 3.34, 2.92], [6.29, 4.22, 4.99], [3.94, 5.00, 4.96], [2.63, 4.91, 2.85]]
}

{
  "formula": "C24H36F6NO4PPtSb",
  "method": "ωB97M-V with the def2-TZVPD basis set",
  "total_energy_ev": -70539.010,
  "spin_multiplicity": 2,
  "s_squared": 0.76,
  "orbital_gap_ev": [6.0, 7.0],
  "total_charge": -2,
  "e_above_lowest_kj_mol": 79.4,
  "homo_ev": [-1.69, -2.74],
  "species": ["Pt", "C", "C", "C", "C", "N", "C", "C", "C", "C", "C", "C", "C", "H", "H", "H", "H", "H", "H", "H", "H", "F", "Sb", "F", "F", "F", "F", "F", "C", "C", "C", "C", "O", "P", "O", "O", "O", "C", "C", "C", "C", "H", "H", "H", "H", "H", "H", "H", "H", "H", "H", "H", "H", "H", "H", "H", "H", "H", "H", "C", "C", "C", "C", "C", "H", "H", "H", "H", "H", "H", "H", "H", "H", "H"],
  "positions_angstrom": [[0.35, 1.11, 0.37], [4.70, 1.48, 0.04], [5.12, 1.13, 1.30], [4.18, 0.85, 2.29], [2.84, 0.94, 1.98], [2.45, 1.28, 0.74], [3.33, 1.55, -0.21], [1.71, 0.66, 2.89], [1.89, 0.44, 4.25], [0.80, 0.20, 5.08], [-0.47, 0.19, 4.53], [-0.66, 0.43, 3.17], [0.41, 0.67, 2.32], [5.39, 1.72, -0.75], [6.18, 1.06, 1.53], [4.50, 0.55, 3.28], [2.92, 1.82, -1.17], [2.88, 0.45, 4.67], [0.95, 0.02, 6.13], [-1.34, 0.01, 5.16], [-1.66, 0.41, 2.77], [0.61, 1.53, -1.63], [1.14, 4.57, -1.75], [2.92, 4.19, -0.79], [0.11, 3.00, 0.89], [2.20, 4.19, -3.32], [-0.22, 5.29, -3.11], [1.66, 6.44, -1.54], [-2.83, -2.90, 1.39], [-1.43, -3.25, 0.90], [-0.41, -2.99, 2.01], [-1.37, -4.71, 0.45], [-1.22, -2.39, -0.23], [0.25, -2.10, -0.85], [1.00, -3.36, -1.11], [0.93, -1.06, 0.03], [-0.31, -1.43, -2.19], [0.45, -1.32, -3.42], [0.37, -2.65, -4.16], [1.90, -0.94, -3.13], [-0.24, -0.22, -4.20], [-3.15, -3.60, 2.17], [-3.53, -2.95, 0.56], [-2.84, -1.89, 1.80], [-0.72, -3.50, 2.93], [-0.32, -1.92, 2.20], [0.58, -3.36, 1.72], [-1.50, -5.37, 1.31], [-0.41, -4.91, -0.03], [-2.16, -4.91, -0.27], [0.78, -3.45, -3.54], [0.93, -2.59, -5.10], [-0.67, -2.89, -4.38], [2.41, -1.73, -2.58], [1.92, -0.02, -2.56], [2.42, -0.78, -4.08], [-1.29, -0.48, -4.36], [0.24, -0.08, -5.17], [-0.17, 0.72, -3.64], [-2.50, 2.84, -0.96], [-2.75, 1.64, 0.00], [-3.95, 0.84, -0.51], [-2.99, 2.20, 1.40], [-1.50, 0.82, -0.18], [-3.40, 3.46, -0.99], [-2.28, 2.50, -1.98], [-1.66, 3.43, -0.61], [-4.88, 1.38, -0.30], [-4.01, -0.14, -0.02], [-3.88, 0.67, -1.58], [-3.85, 2.87, 1.37], [-2.12, 2.75, 1.74], [-3.22, 1.40, 2.11], [-1.53, 0.21, -1.09]]
}

{
  "formula": "C24H36LiO18",
  "method": "ωB97M-V with the def2-TZVPD basis set",
  "total_energy_ev": -62517.541,
  "spin_multiplicity": 1,
  "orbital_gap_ev": 9.7,
  "total_charge": 1,
  "e_above_lowest_kj_mol": 564.3,
  "homo_ev": -11.18,
  "species": ["Li", "C", "C", "C", "O", "C", "O", "O", "H", "H", "H", "H", "H", "H", "C", "C", "C", "O", "C", "O", "O", "H", "H", "H", "H", "H", "H", "C", "C", "C", "O", "C", "O", "O", "H", "H", "H", "H", "H", "H", "C", "C", "C", "O", "C", "O", "O", "H", "H", "H", "H", "H", "H", "C", "C", "C", "O", "C", "O", "O", "H", "H", "H", "H", "H", "H", "C", "C", "C", "O", "C", "O", "O", "H", "H", "H", "H", "H", "H"],
  "positions_angstrom": [[-32.49, 21.10, 44.18], [-31.62, 16.40, 48.55], [-31.22, 16.94, 47.17], [-31.69, 16.02, 45.98], [-32.29, 17.01, 45.08], [-32.26, 18.16, 45.61], [-32.73, 19.21, 44.98], [-31.84, 18.18, 46.86], [-31.20, 15.61, 48.77], [-32.58, 16.13, 48.57], [-31.58, 17.16, 49.39], [-30.16, 17.12, 46.94], [-32.36, 15.36, 46.37], [-30.87, 15.42, 45.48], [-32.79, 27.37, 43.15], [-32.82, 26.28, 42.16], [-31.25, 26.01, 41.71], [-31.10, 24.74, 42.45], [-32.19, 24.35, 42.99], [-32.41, 23.33, 43.70], [-33.19, 25.13, 42.71], [-33.64, 27.53, 43.69], [-32.59, 28.26, 42.64], [-32.00, 27.32, 43.74], [-33.46, 26.58, 41.39], [-30.36, 26.70, 42.00], [-30.93, 25.57, 40.69], [-34.17, 17.67, 38.98], [-34.07, 19.18, 39.23], [-35.31, 19.95, 39.64], [-34.91, 20.64, 40.82], [-33.68, 20.32, 41.08], [-33.17, 20.73, 42.09], [-33.17, 19.45, 40.27], [-34.79, 17.14, 39.84], [-33.19, 17.21, 39.13], [-34.26, 17.42, 37.98], [-33.63, 19.59, 38.33], [-36.32, 19.32, 39.87], [-35.72, 20.47, 39.04], [-27.84, 18.57, 44.65], [-28.68, 19.91, 44.63], [-28.00, 21.11, 43.74], [-29.18, 21.58, 43.07], [-30.20, 20.80, 43.12], [-31.37, 21.01, 42.70], [-29.92, 19.79, 44.01], [-26.78, 18.63, 44.85], [-27.77, 18.30, 43.53], [-28.47, 17.83, 45.31], [-28.92, 20.25, 45.68], [-27.49, 20.55, 42.92], [-27.39, 21.78, 44.29], [-28.90, 20.82, 48.29], [-30.31, 21.31, 48.18], [-30.59, 22.77, 48.22], [-31.54, 22.92, 47.13], [-31.61, 21.85, 46.42], [-32.28, 21.76, 45.36], [-30.81, 20.84, 46.94], [-28.54, 20.92, 49.50], [-28.20, 21.27, 47.69], [-28.90, 19.83, 47.97], [-30.84, 20.46, 48.75], [-29.59, 23.31, 47.94], [-30.94, 23.08, 49.34], [-38.41, 22.80, 42.88], [-37.87, 21.81, 43.85], [-37.51, 20.45, 43.34], [-36.25, 20.24, 43.67], [-35.76, 21.18, 44.35], [-34.60, 21.15, 44.74], [-36.62, 22.16, 44.47], [-38.61, 23.79, 43.27], [-39.25, 22.48, 42.70], [-37.82, 22.94, 41.94], [-38.58, 21.91, 44.80], [-37.53, 20.26, 42.25], [-38.11, 19.75, 43.88]]
}